{
  "formula": "C12H16N2O",
  "method": "ωB97M-V/def2-TZVPD",
  "elements": ["C", "C", "C", "C", "N", "C", "N", "H", "H", "H", "H", "H", "H", "H", "H", "C", "C", "C", "C", "C", "O", "C", "C", "H", "H", "H", "H", "H", "H", "H", "H"],
  "xyz": [[3.289, -0.280, 1.760], [2.295, -0.233, 2.830], [0.880, -0.391, 2.451], [0.124, -1.538, 2.501], [-1.202, -1.111, 1.933], [-1.064, 0.301, 1.745], [0.153, 0.791, 2.054], [3.779, -1.286, 1.913], [3.760, 0.571, 1.448], [2.699, -0.573, 0.839], [2.588, -0.952, 3.665], [2.544, 0.596, 3.485], [0.246, -2.581, 2.926], [-1.717, -1.794, 1.433], [-1.734, 1.122, 1.452], [0.237, 2.600, -1.990], [-0.535, 1.315, -2.142], [-1.736, 1.180, -2.790], [-2.656, 0.062, -2.551], [-2.076, -1.099, -2.075], [-2.705, -2.214, -2.136], [-0.653, -1.067, -1.550], [0.029, 0.162, -1.541], [-0.368, 3.469, -1.945], [1.129, 2.364, -2.512], [0.641, 2.816, -1.047], [-2.117, 1.900, -3.511], [-3.624, 0.064, -2.951], [-3.222, -2.328, -1.287], [-0.085, -2.080, -1.285], [1.102, 0.214, -1.121]],
  "forces_ev_per_angstrom": [[-1.8014, -5.1748, -2.5579], [0.4970, -0.3421, 4.1786], [-0.8720, 0.7719, 0.7933], [-2.0524, 1.2157, -1.3498], [3.3234, 2.2322, 1.8974], [2.1430, -0.0745, 0.2404], [-1.5027, -3.9210, -0.0854], [0.9176, 1.6940, -0.4318], [1.9248, 1.9725, -0.0699], [0.5056, 0.4279, 0.4981], [-0.6777, -0.1355, -1.3475], [-0.9230, 1.1349, -0.3003], [0.0183, 1.6601, -0.9078], [-0.8663, 0.0447, -0.4149], [-0.6176, -1.4594, -0.1889], [-0.5643, -1.5042, -0.0215], [0.1091, -0.4237, 1.2598], [-2.3983, -0.7691, 0.4864], [4.3405, 0.7934, -0.3990], [4.8400, 4.3059, 1.1622], [-3.3403, -4.3974, 1.8629], [-0.6757, -0.6299, -0.8435], [0.5448, -1.5066, 0.4358], [-0.4628, 1.1627, -2.0161], [0.8786, 1.4452, -1.5758], [0.5298, -1.0923, 2.2471], [0.1372, 0.5374, 0.5840], [-1.1777, -0.0443, -0.5918], [0.7117, -0.2184, -1.5257], [-1.5867, 2.3578, -0.4121], [-1.9023, -0.0631, -0.6062]],
  "smiles": "CCc1c[nH]cn1.Cc1ccc(O)cc1"
}

{
  "formula": "C12H16N2O",
  "method": "ωB97M-V/def2-TZVPD",
  "elements": ["C", "C", "C", "N", "C", "C", "C", "C", "C", "C", "H", "H", "H", "H", "H", "H", "H", "H", "H", "C", "C", "C", "N", "O", "H", "H", "H", "H", "H", "H", "H"],
  "xyz": [[2.006, -1.680, -0.854], [1.673, -0.326, -0.391], [1.639, 0.803, -1.172], [1.234, 1.881, -0.400], [0.961, 1.455, 0.912], [0.729, 2.258, 2.034], [0.706, 1.626, 3.202], [0.792, 0.243, 3.340], [1.299, -0.453, 2.226], [1.344, 0.012, 0.919], [2.244, -1.934, -1.880], [1.053, -2.366, -0.811], [2.813, -2.115, -0.269], [2.104, 0.999, -2.106], [1.181, 2.724, -0.799], [0.723, 3.323, 1.849], [0.645, 2.207, 4.033], [0.523, -0.303, 4.345], [1.226, -1.574, 2.409], [-2.500, -1.900, -0.680], [-2.326, -0.456, -0.726], [-2.205, -0.041, -2.237], [-1.251, 0.946, -2.471], [-2.838, -0.659, -3.014], [-3.266, -2.346, -1.344], [-2.654, -2.272, 0.408], [-1.628, -2.376, -1.171], [-2.999, 0.195, -0.215], [-1.619, -0.185, 0.045], [-0.978, 1.141, -3.459], [-0.630, 1.173, -1.723]],
  "forces_ev_per_angstrom": [[-1.7476, -2.7385, 0.0011], [0.6752, -0.1764, -2.0728], [0.1685, 0.0671, 1.9760], [-0.1112, -4.3183, 1.7910], [1.8666, -1.0131, -2.0812], [0.6297, 0.0280, -3.2713], [-0.5302, -1.2632, 1.0483], [0.8848, -1.0755, 0.0704], [-2.4325, -4.0928, 1.7485], [-1.6146, 4.7319, 1.9589], [0.4168, 1.1717, -0.5229], [1.6276, 1.0673, 0.6998], [-0.1502, -0.2696, 0.2970], [-0.1877, -0.1808, -0.8493], [-0.3743, 3.9810, -1.1262], [-0.2189, 0.1339, 0.5249], [-0.5634, 1.5174, 2.5298], [0.9289, 1.2147, -2.2077], [0.8531, 1.2378, -0.4784], [-0.7596, -3.2672, 0.9615], [0.2926, 1.8291, -0.5491], [2.7635, 1.2203, 3.6728], [-1.1841, -0.5171, -1.9078], [-1.1907, -0.4794, -2.4633], [-0.2441, 0.7538, 0.7226], [0.4009, 0.3581, -1.8989], [0.1136, 0.1393, 0.8771], [-2.2319, 0.0434, -0.2925], [2.0241, 0.0809, -0.7108], [-0.3380, -0.2375, 1.4503], [0.2331, 0.0534, 0.1021]],
  "smiles": "Cc1c[nH]c2ccccc12.CCC(N)=O"
}

{
  "formula": "C12H16N2O",
  "method": "ωB97M-V/def2-TZVPD",
  "elements": ["O", "C", "C", "C", "N", "C", "N", "C", "C", "C", "C", "C", "C", "C", "C", "H", "H", "H", "H", "H", "H", "H", "H", "H", "H", "H", "H", "H", "H", "H", "H"],
  "xyz": [[-2.674, 2.578, 1.083], [-3.915, 2.202, 0.675], [-3.623, 1.084, -0.315], [-2.367, 1.503, -1.156], [-1.069, 1.418, -0.450], [-0.290, 0.395, -0.336], [0.471, 0.306, 0.684], [1.634, -0.562, 0.547], [2.347, -0.770, 1.779], [3.261, -1.807, 1.735], [3.637, -2.508, 0.569], [3.021, -2.186, -0.668], [1.799, -1.494, -0.634], [1.007, -1.118, -1.828], [-0.440, -0.678, -1.352], [-2.700, 3.300, 1.850], [-4.527, 2.928, 0.197], [-4.632, 1.939, 1.503], [-3.271, 0.393, 0.360], [-4.451, 0.562, -0.874], [-2.427, 2.610, -1.688], [-2.244, 0.946, -2.095], [-1.064, 2.132, 0.392], [2.213, -0.141, 2.634], [3.916, -1.910, 2.682], [4.746, -3.037, 0.490], [3.293, -2.797, -1.467], [0.822, -1.936, -2.581], [1.317, -0.143, -2.574], [-1.023, -1.549, -0.886], [-0.811, -0.357, -2.332]],
  "forces_ev_per_angstrom": [[1.0234, 3.8984, 4.1486], [-3.1960, -1.0508, -0.3283], [0.1719, 0.7585, -1.0900], [0.4356, 1.8667, -2.4028], [-3.0253, 5.0039, 1.6795], [-0.0532, -1.9951, -0.5582], [3.3916, -0.5026, 0.0714], [-2.5858, -1.9196, 0.7206], [-0.4009, -0.9251, -3.2499], [2.6532, -0.0229, 1.7018], [2.8111, 0.5562, -0.7417], [-1.7076, -0.9041, 3.0591], [2.3897, 3.6373, 1.7001], [-1.9021, 1.2681, -2.2139], [1.3799, -1.7152, -1.0927], [-0.1406, -2.3677, -2.5256], [0.0448, 1.6065, -0.8201], [0.9821, -0.5668, -0.3078], [1.0650, -2.4007, 1.1328], [0.6814, 1.2105, 0.4143], [-0.1718, -2.3664, 1.9426], [-0.4360, -0.3764, 0.5703], [0.3928, -2.2784, -2.4327], [-0.2759, 0.1207, 0.1936], [-1.1386, -0.2630, -1.6084], [-3.2977, 1.0317, 0.5831], [0.4841, -0.4859, -1.7026], [0.5788, 0.5410, 0.8926], [-0.0002, -2.5143, 2.3764], [0.7402, 1.1485, -0.8262], [-0.8939, 0.0072, 0.7139]],
  "smiles": "OCCCNC1=Nc2ccccc2CC1"
}

{
  "formula": "C12H16N2O4S",
  "method": "ωB97M-V/def2-TZVPD",
  "elements": ["C", "C", "C", "C", "C", "N", "S", "O", "O", "C", "C", "C", "C", "C", "N", "O", "O", "C", "C", "H", "H", "H", "H", "H", "H", "H", "H", "H", "H", "H", "H", "H", "H", "H", "H"],
  "xyz": [[2.194, 1.876, 1.493], [1.554, 1.087, 0.356], [1.788, 1.769, -1.004], [1.853, 0.747, -2.148], [0.936, -0.434, -1.860], [1.406, -1.138, -0.682], [0.402, -2.323, -0.120], [-0.003, -3.117, -1.237], [1.034, -2.944, 1.004], [-1.053, -1.443, 0.489], [-1.093, -1.023, 1.807], [-2.179, -0.295, 2.271], [-3.215, 0.021, 1.409], [-3.158, -0.409, 0.088], [-4.240, -0.074, -0.814], [-5.234, 0.421, -0.333], [-4.074, -0.303, -1.990], [-2.081, -1.151, -0.384], [2.107, -0.338, 0.300], [3.274, 1.909, 1.372], [1.971, 1.415, 2.453], [1.817, 2.896, 1.505], [0.476, 1.021, 0.544], [0.983, 2.482, -1.190], [2.723, 2.331, -0.975], [1.555, 1.214, -3.087], [2.870, 0.375, -2.267], [-0.091, -0.067, -1.714], [0.927, -1.149, -2.684], [-0.277, -1.294, 2.459], [-2.218, 0.026, 3.300], [-4.070, 0.591, 1.738], [-2.061, -1.520, -1.398], [2.008, -0.852, 1.256], [3.171, -0.312, 0.044]],
  "forces_ev_per_angstrom": [[-0.2524, -0.1933, -0.1684], [0.2194, 0.0182, 0.0401], [-0.0666, -0.1237, -0.0010], [-0.1722, -0.0184, 0.1413], [-0.1883, 0.0495, -0.7801], [-0.4905, -0.9422, 0.2717], [0.0637, 0.1799, 0.0681], [-0.1902, 0.2528, -0.2137], [-0.0303, 0.2382, 0.1625], [0.4816, -0.3155, -0.1981], [0.0325, -0.0107, 0.1543], [0.1189, -0.0604, -0.1429], [-0.1894, 0.0170, -0.2496], [0.9677, -0.2977, 0.7631], [-0.2336, 0.0874, -0.1977], [-0.3153, 0.1512, 0.0839], [-0.0045, -0.0756, -0.3694], [-0.3749, 0.0739, -0.1987], [0.1185, 0.3603, 0.5465], [0.1584, 0.0337, -0.0031], [0.0030, -0.0031, 0.1659], [0.0128, 0.1265, 0.0388], [0.0580, -0.0227, -0.0335], [0.0263, 0.0721, -0.0099], [0.0141, 0.0848, 0.0274], [0.0512, -0.0826, -0.0367], [0.0481, -0.0039, -0.0804], [0.0407, 0.0429, -0.0823], [-0.0853, 0.1766, -0.0266], [0.0679, -0.0063, 0.1504], [-0.0046, 0.0231, 0.0797], [-0.0131, -0.0035, 0.0105], [-0.0461, 0.0353, -0.0658], [0.1914, 0.1490, 0.0587], [-0.0170, -0.0124, 0.0951]],
  "smiles": "C[C@H]1CCCN(S(=O)(=O)c2cccc([N+](=O)[O-])c2)C1"
}

The evaluated energy above the lowest of the compared OMol25 structures with the same formula, charge and spin for the records listed, in turn: 4.927; 2.563; 4.663; 3.447 eV.
The evaluated orbital gap for the records listed, in turn: 8.8; 8.9; 7.6; 8.9 eV.